No. 1
An isolated molecule of C4H7NO, computed with wB97M-V/def2-TZVPD.

Calculated values
2S+1	1
energy	-286.4660	Eh
E_LUMO	0.698	eV
Kohn-Sham gap	8.33	eV
energy relative to the best compared isomer or geometry (same formula, charge and spin)	104.0	kcal per mole

Cartesian coordinates (Å):
1 C -0.589 1.034 0.785
2 O -1.501 0.458 -0.148
3 C -0.894 -0.518 -0.947
4 C 0.823 -1.120 0.809
5 N 0.530 -0.530 -0.600
6 C 0.751 0.346 0.569
7 H -0.961 0.862 1.799
8 H -0.526 2.113 0.592
9 H -1.302 -1.507 -0.720
10 H -1.018 -0.271 -2.009
11 H 1.877 -1.431 0.766
12 H 1.197 -0.447 -1.363
13 H 1.614 1.012 0.467



No. 2
A structure of composition C6H18CeNO3P, computed with wB97M-V/def2-TZVPD.

Calculated values
2S+1	2
energy	-1335.9888	Eh
E_LUMO (alpha / beta)	-3.276 / -3.276	eV
net charge	+1
Kohn-Sham gap (alpha / beta)	7.06 / 7.00	eV

Cartesian coordinates (Å):
1 Ce 0.436 -0.476 -0.161
2 H -0.942 -0.590 1.901
3 H -1.470 -0.239 1.440
4 P -1.648 1.361 -1.180
5 C -1.637 3.180 -1.161
6 H -2.440 3.572 -1.799
7 H -1.789 3.559 -0.142
8 H -0.676 3.554 -1.535
9 C -1.627 1.023 -2.978
10 H -1.838 -0.041 -3.151
11 H -2.396 1.639 -3.463
12 H -0.640 1.267 -3.393
13 C -3.404 1.075 -0.754
14 H -3.597 1.394 0.281
15 H -4.057 1.644 -1.434
16 H -3.629 0.002 -0.844
17 C 0.284 1.808 0.692
18 O 0.570 2.897 0.969
19 H -0.523 -2.005 -0.396
20 H 1.698 0.488 -0.996
21 N 4.029 -2.955 2.086
22 C 3.605 -1.635 2.621
23 C 2.530 -1.184 1.658
24 O 1.783 -0.190 1.893
25 O 2.384 -1.905 0.611
26 H 3.397 -3.679 2.442
27 H 4.969 -3.212 2.377
28 H 3.930 -2.915 1.054
29 H 3.207 -1.747 3.627
30 H 4.457 -0.956 2.632



Max |F|: 0.0061 0.1124 (hartree/bohr)